1.
# C9H17Br3O4S2

A molecular structure, C9H17Br3O4S2 (wB97M-V/def2-TZVPD, OMol25).

Output
**E_tot**: -249594.8941 eV
**Maximum force**: 0.0572 hartree/bohr
**LUMO**: 0.2 eV
**HOMO**: -10.15 eV
**Orbital gap**: 10.334 eV

Geometry as ORCA input:
```
! wB97M-V def2-TZVPD RIJCOSX def2/J DEFGRID3
* xyz 0 1
H -2.77021 1.54289 0.71980
H -1.20831 -3.40812 -1.79404
H -1.29095 0.45575 -1.98500
H -0.19081 -3.14523 -3.89040
O -0.29912 3.62591 1.44462
H 1.30518 1.71035 2.68303
C 4.09761 1.04932 0.41877
S -0.59980 -1.45032 -0.80976
H -0.84868 1.42275 4.12350
Br 3.86513 -0.71052 1.02818
H -2.60538 2.59936 1.96348
H -0.44883 -0.60833 -4.29912
C -1.97282 0.56257 2.50218
C -0.65914 0.79086 3.27627
H -0.35704 -0.13081 3.60513
O 0.43823 -1.22921 0.22794
O -0.10826 1.75437 -0.28049
C -0.54192 -0.27907 -2.18769
C 0.46327 1.22883 2.25260
H 1.13254 -2.23906 -3.44133
C -2.10224 1.72723 1.58651
H 0.45540 -3.50322 -1.21927
H -1.82464 -1.39676 -3.54123
H -1.88853 -0.37629 1.89539
C -0.74998 -1.17573 -3.38657
O -2.01350 -1.53834 -0.47055
C 0.07066 -2.46370 -3.15345
S -0.46235 2.24730 1.05920
Br 4.66625 1.20532 -1.43763
C -0.22954 -2.90951 -1.77221
H 0.44129 0.17267 -2.06906
Br 5.23729 2.10427 1.53090
H 3.10546 1.51970 0.54239
H 0.78890 0.32544 1.78787
H -2.89514 0.51934 3.09002
*
```

2.
# C9H17BrNO

2 unconnected molecules or ions with the total composition C9H17BrNO (wB97M-V/def2-TZVPD, OMol25).

Output
**E_tot**: -83187.0349 eV
**Maximum force**: 0.0832 hartree/bohr
**LUMO**: 3.0 eV
**HOMO**: -3.94 eV
**Orbital gap**: 6.934 eV

Geometry as ORCA input:
```
! wB97M-V def2-TZVPD RIJCOSX def2/J DEFGRID3
* xyz -1 1
N 0.23357 1.58517 -0.82060
H -2.61332 1.43409 -0.48505
C -1.93216 1.79590 0.27385
C -0.49758 1.16373 0.37331
C -1.50024 -1.16600 1.55732
H 0.97750 -3.46866 -0.43946
H 1.78158 -1.36830 -1.67997
H -0.31460 -2.97675 -1.43941
H -2.24514 -0.52273 2.03427
H -2.40393 1.67809 1.27288
H 2.03926 0.51199 -0.39294
Br 4.29589 -0.86666 0.87862
H 1.14761 1.01496 1.85430
H 1.52281 -1.55424 0.46127
H 0.85445 2.58355 1.22151
H -0.62021 -3.39977 0.25537
C 1.26986 0.69706 -1.22925
C 0.31502 1.63946 1.59723
H -0.43092 1.69720 2.45759
C 0.83080 -0.74467 -1.39168
H -1.92192 2.93309 0.05007
H 1.74239 1.13664 -2.11731
O -0.62917 1.66333 -1.95097
H 0.11309 -0.82200 -2.10172
H -1.40431 -2.16067 1.89686
H -0.64801 2.51010 -2.37803
C 0.49541 -1.41568 -0.09128
C -0.51522 -0.68442 0.78966
C 0.05750 -2.89378 -0.45643
*
```

3.
# C9H17F2NOS

2 unconnected molecules or ions with the total composition C9H17F2NOS (wB97M-V/def2-TZVPD, OMol25).

Output
**E_tot**: -29408.2487 eV
**Maximum force**: 0.0807 hartree/bohr
**LUMO (spin up / spin down)**: -0.9 / 0.0 eV
**HOMO (spin up / spin down)**: -8.07 / -8.39 eV
**Orbital gap (spin up / spin down)**: 7.164 / 8.396 eV

Geometry as ORCA input:
```
! wB97M-V def2-TZVPD RIJCOSX def2/J DEFGRID3
* xyz 0 1
H -3.07674 -1.91900 1.29116
H -0.02259 -2.37302 0.01264
H 2.55227 2.27442 -1.07879
C 0.67164 -1.81756 -0.54532
O -0.76088 1.67168 0.47523
H -3.65207 -0.40692 1.96552
H 1.70042 2.27725 0.47887
H 0.47106 -0.00159 1.70598
H 4.55227 -0.28954 1.11168
H 1.16399 0.11146 -2.69472
H -2.49767 1.74935 0.31875
H 3.36062 2.61305 0.52417
C 3.63361 -0.30586 0.62964
C -3.63829 1.46270 0.22870
F -2.71728 -0.40344 -0.97440
H -0.49142 -0.31283 -2.71192
H 3.36723 -1.33215 0.26622
N -1.54035 -0.58695 1.49616
C 2.82162 0.65138 0.39277
F -4.81285 -0.64829 -0.32861
H 1.71468 -2.01468 -0.30920
C 0.45573 -0.40076 -0.63685
H -4.28145 1.61604 1.16315
H -3.96817 1.94682 -0.65821
H 0.71555 -2.24361 -1.56952
C -2.92462 -0.86727 1.25275
C 2.58351 2.01591 0.00250
H -0.08987 1.24673 -1.71670
S -0.46814 0.24265 0.70208
C -3.53066 -0.10606 0.02403
C 0.19482 0.26893 -1.98967
*
```

4.
# C9H17N2

2 unconnected molecules or ions with the total composition C9H17N2 (wB97M-V/def2-TZVPD, OMol25).

Output
**E_tot**: -12583.1738 eV
**Maximum force**: 0.0215 hartree/bohr
**LUMO**: -3.2 eV
**HOMO**: -13.45 eV
**Orbital gap**: 10.214 eV

Geometry as ORCA input:
```
! wB97M-V def2-TZVPD RIJCOSX def2/J DEFGRID3
* xyz 1 1
H -2.48399 0.18169 0.06730
H 0.97027 -1.13610 0.03594
H -0.88038 0.30814 0.84736
C 0.51443 1.18337 -1.39724
C -1.51013 0.70662 0.02878
N 0.44386 -3.86017 1.50589
N 1.03010 -2.05303 0.51443
H 0.27837 2.61763 0.97698
H -0.15112 -4.59312 1.93259
H 1.28699 3.20967 -1.21964
H -0.65127 -0.65346 -1.43645
C 0.31313 2.68473 -1.18107
H -0.54573 4.04481 0.28411
H 0.99020 0.99980 -2.37978
H -1.47535 0.77376 -2.12926
H -2.39355 2.59410 -0.53675
C -0.38063 2.95782 0.15513
H -1.07617 -2.44709 0.86670
H 2.40821 -4.71453 1.82043
C 2.18905 -2.73448 0.79338
C 1.81438 -3.88946 1.42705
H -2.18721 2.39155 1.22746
C -0.02985 -2.74112 0.94949
H -0.31664 3.08318 -1.99964
H 3.17419 -2.35304 0.52486
C -0.81636 0.43353 -1.30742
H 1.19659 0.79723 -0.61558
C -1.71141 2.20797 0.24493
*
```

5.
# C9H17N2OP

2 unconnected molecules or ions with the total composition C9H17N2OP (wB97M-V/def2-TZVPD, OMol25).

Output
**E_tot**: -23921.1233 eV
**Maximum force**: 0.0883 hartree/bohr
**LUMO (spin up / spin down)**: 0.0 / -0.1 eV
**HOMO (spin up / spin down)**: -6.85 / -8.40 eV
**Orbital gap (spin up / spin down)**: 6.818 / 8.305 eV

Geometry as ORCA input:
```
! wB97M-V def2-TZVPD RIJCOSX def2/J DEFGRID3
* xyz 0 1
C -1.15864 -3.03827 0.18689
C 2.59850 -1.43311 0.18158
H -2.68162 -4.24776 -0.48587
C 0.41843 2.45996 0.52686
H 2.92214 -1.34817 -0.85542
H 0.24356 3.29756 -0.23934
H 1.95619 1.41898 1.66757
P 0.24321 -1.02422 1.37076
O 1.22561 -1.68054 0.20617
N -1.12341 -1.95163 1.00649
H -4.17721 -2.85643 1.52404
H 0.03752 1.86487 -1.86585
N -0.41527 1.36700 0.04971
H 2.74253 -0.47996 0.69131
H 0.54744 0.25437 -1.43802
H 3.22888 -2.18222 0.65945
C -2.25412 -1.95449 1.78206
H -0.40951 -3.34499 -0.56274
H 0.03562 2.86893 1.49778
C -2.45857 -3.52845 0.24622
H -2.50368 -1.22647 2.49726
C 1.88276 2.22275 0.89784
H -1.37298 0.08332 -2.87518
H 2.32849 3.13945 1.29734
H -2.49573 1.05855 -1.77319
C -3.19184 -2.76047 1.19326
H 2.35812 1.85360 0.06993
C -0.27001 0.99525 -1.28863
C -1.59186 0.44495 -1.75292
H -1.63331 -0.41220 -1.17267
*
```

6.
# C9H17N2OS

A gas-phase ion, C9H17N2OS (charge +1) (wB97M-V/def2-TZVPD, OMol25).

Output
**E_tot**: -25462.4543 eV
**Maximum force**: 0.1126 hartree/bohr
**LUMO**: -3.8 eV
**SMILES**: C[C@@H]1N2C(=O)[C@H]([NH3+])[C@@]2(C)SC1(C)C
**HOMO**: -12.54 eV
**Orbital gap**: 8.729 eV

Geometry as ORCA input:
```
! wB97M-V def2-TZVPD RIJCOSX def2/J DEFGRID3
* xyz 1 1
H 0.85432 -0.74778 -2.76398
C -0.87045 0.81023 1.01757
O 2.85168 -1.00173 1.12579
H -2.43734 1.99867 0.04820
H -0.47551 -1.92044 -2.76987
H 1.32871 2.48793 -1.38542
C 1.86182 -0.84613 0.46501
H 0.13437 3.20645 -0.48987
H -1.71336 2.85818 1.35894
H 1.05201 1.69101 1.17560
C -0.17824 -0.95287 -2.30951
C 0.33558 2.30652 -0.82733
H 2.18557 -3.75142 -0.72781
H 2.58710 -2.11884 -1.51866
H -1.45342 0.20062 3.05683
H 1.23488 -3.17929 -1.85069
H -2.83653 1.42218 1.56526
H -0.38758 1.88263 -1.57233
C 0.03620 -1.06295 -0.76597
H 0.72663 -2.72970 0.52366
C -1.99883 1.87022 1.02121
C -0.57195 0.55378 2.52849
H -0.65276 1.64092 3.00712
S -1.55977 -0.78682 0.23275
N 1.89752 -2.80998 -1.19234
C 0.42400 1.27653 0.33274
C 1.05706 -2.02717 -0.21053
N 1.08388 0.12433 -0.09410
H 0.28094 -0.05800 2.58147
H -1.03184 -0.26502 -2.70363
*
```

7.
# C9H17N2P

A molecular structure, C9H17N2P (wB97M-V/def2-TZVPD, OMol25).

Output
**E_tot**: -21874.9058 eV
**Maximum force**: 0.0936 hartree/bohr
**LUMO**: -0.5 eV
**HOMO**: -8.18 eV
**Orbital gap**: 7.669 eV

Geometry as ORCA input:
```
! wB97M-V def2-TZVPD RIJCOSX def2/J DEFGRID3
* xyz 0 1
H -4.45169 2.77955 0.62241
C -2.39915 1.53576 2.46828
H -1.94564 1.14104 3.37170
C 2.39610 -1.38781 0.23907
C 0.97155 2.38095 0.88279
H -0.39882 -2.28039 0.45452
H 1.36558 -1.47093 -1.44559
C -2.48000 1.87704 0.35578
H 2.19076 0.14332 -1.28603
H -1.70378 -0.92510 0.46860
N -3.59099 2.06635 2.36863
C -3.58314 2.34512 1.03247
H -0.13939 0.69452 -0.62171
H 3.31793 -1.57139 -0.36380
H -2.31590 -1.84474 -1.53721
H 1.12125 3.04815 1.86097
H -1.08601 -0.73189 -2.28485
C 0.24224 -0.23369 -0.06572
H 0.04796 2.81216 0.40307
P 0.43783 0.76016 1.56973
C 1.55066 -0.65107 -0.80920
H 1.91842 2.43259 0.28543
C -0.83937 -1.36659 -0.08317
H -0.69339 -2.44694 -2.02633
H 2.71214 -0.87633 1.09695
H -2.20644 1.93815 -0.66006
N -1.72887 1.36766 1.34402
C -1.25086 -1.63030 -1.56842
H 1.80967 -2.26005 0.67185
*
```

8.
# C9H17N3O

2 unconnected molecules or ions with the total composition C9H17N3O (wB97M-V/def2-TZVPD, OMol25).

Output
**E_tot**: -16122.2764 eV
**Maximum force**: 0.1642 hartree/bohr
**LUMO**: 0.7 eV
**SMILES**: CCN(C)C(C)=O.Cc1c[nH]cn1
**HOMO**: -8.54 eV
**Orbital gap**: 9.281 eV

Geometry as ORCA input:
```
! wB97M-V def2-TZVPD RIJCOSX def2/J DEFGRID3
* xyz 0 1
H 2.83944 -0.05193 2.85986
C -1.51370 0.57184 0.03762
H -3.77659 -0.57900 -2.15460
C -1.06534 -2.33835 -1.18836
H -0.57981 1.13178 0.12743
H -2.12402 1.49172 0.21973
C 2.17784 1.77420 1.61621
H -2.47903 0.69700 -1.87041
H -0.55014 0.23375 -1.82627
C -3.43552 -1.50901 -1.76586
H 1.22764 2.35369 3.42983
H -3.63396 -2.29040 -2.46535
H 0.59096 3.17542 2.11364
H 3.52260 -0.98809 0.74073
H 0.68667 -1.30338 -1.42199
H -4.25444 -1.72656 -0.80915
O -1.11587 -3.45152 -1.59733
H -1.23049 0.06892 0.92368
C -1.59500 0.18194 -1.31886
C 2.48954 0.73348 -0.24458
N 2.07627 1.91370 0.24161
C 1.58206 2.85039 2.47186
H 2.08104 3.62346 2.80904
N -1.97589 -1.29859 -1.28189
H 2.59799 0.54303 -1.30957
C 2.74013 0.46000 1.87782
N 3.04921 -0.17795 0.64742
H 1.09216 -2.69892 -0.65532
C 0.41232 -1.95328 -0.60762
H 0.16394 -1.43732 0.40067
*
```